A molecular structure, C50H45BrN10OS4Ti in a non-equilibrium geometry, computed with ωB97M-V with the def2-TZVPD basis set.

Geometry as XYZ:
```
112
Properties=species:S:1:pos:R:3:lowdin_charge:R:1
Br -0.38 3.60 2.18 0.879
Ti 0.31 0.61 -0.21 0.950
S -0.37 -0.99 -5.98 1.058
S 3.58 5.86 1.42 0.645
S 0.02 -0.84 4.16 1.119
S 3.36 2.47 4.40 1.037
O -1.22 -2.39 1.68 0.032
N -1.76 -4.61 1.64 -0.133
N 1.44 0.32 -2.14 0.050
N 0.12 2.91 -0.49 -0.009
N 1.98 -1.22 2.35 0.152
N -1.76 0.78 -0.67 0.001
N 2.77 3.27 0.90 0.133
N -3.41 -2.95 1.41 -0.142
N 2.24 0.98 0.34 -0.070
N 0.09 0.08 1.79 -0.105
N -1.12 0.48 2.33 0.011
C 5.77 3.18 4.83 -0.179
C -4.19 3.41 -1.71 -0.053
C -2.69 1.83 -0.62 -0.211
C -2.48 0.36 -2.96 -0.064
C -2.07 -3.26 1.59 -0.478
C 4.94 0.84 1.10 0.025
C -0.40 3.85 0.29 -0.687
C -1.08 -1.32 -1.71 -0.245
C 1.52 -2.70 -6.01 -0.122
C 0.72 -2.56 -0.74 -0.119
C -2.12 1.41 5.52 -0.093
C -3.84 3.55 0.65 -0.110
C 1.75 -0.97 -4.15 -0.172
C -4.43 4.05 -0.51 -0.107
C 0.15 3.22 -1.80 -0.105
C 0.79 -0.64 2.64 -0.685
C 0.63 -3.06 -7.07 -0.181
C 4.52 0.34 -0.19 -0.144
C 4.54 3.17 5.42 -0.412
C 3.59 -0.70 -2.63 -0.133
C 1.02 -0.11 -3.30 -0.078
C 4.95 -0.85 -2.26 -0.037
C 0.44 -3.64 -1.58 -0.110
C -1.31 0.10 3.53 -0.599
C 5.39 -0.32 -1.08 -0.027
C 1.11 -1.59 -5.32 -0.473
C 4.12 1.54 1.87 -0.194
C -4.45 -3.63 2.16 -0.069
C 2.72 0.01 -1.79 -0.139
C -1.39 -2.41 -2.53 -0.050
C -2.98 2.46 0.59 -0.097
C -0.62 -3.57 -2.47 -0.099
C 2.73 1.86 1.36 -0.331
C -3.18 1.55 -3.01 -0.034
C -0.37 -4.96 1.90 -0.048
C 3.05 -1.23 -3.82 0.059
C -2.50 0.47 4.36 -0.231
C -0.32 4.39 -2.34 -0.037
C -2.50 -5.60 0.89 -0.061
C 4.52 2.16 3.15 -0.481
C -3.36 2.29 -1.79 -0.176
C -3.70 -1.57 1.06 -0.035
C -0.02 -1.37 -0.77 -0.181
C 3.14 4.36 1.15 -0.807
C 5.75 2.60 3.53 -0.118
C -1.81 -0.04 -1.81 -0.276
C -0.90 5.32 -1.50 -0.041
C 3.18 0.47 -0.51 -0.185
C -0.43 -2.22 -7.16 -0.412
C -0.93 5.05 -0.15 -0.101
H -2.52 2.06 1.48 0.036
H -2.84 -1.11 0.57 0.063
H -1.87 -6.01 0.09 0.086
H -5.08 4.92 -0.47 0.096
H 5.62 -1.39 -2.92 0.110
H -3.21 0.96 3.70 0.108
H -1.31 6.25 -1.89 0.118
H 6.44 -0.42 -0.80 0.114
H -4.06 -4.53 2.62 0.079
H -2.24 -2.36 -3.21 0.105
H 1.06 -4.53 -1.54 0.094
H -4.05 4.01 1.61 0.099
H -4.56 -1.54 0.39 0.095
H 2.41 -0.92 1.49 0.078
H 5.95 0.61 1.45 0.126
H -3.37 -5.15 0.42 0.081
H -2.96 -0.43 4.75 0.111
H 2.59 -1.46 3.11 0.105
H 2.02 1.84 2.19 0.069
H 4.26 3.55 6.39 0.066
H 0.13 -4.13 2.39 0.079
H 0.16 -5.17 0.97 0.078
H -3.01 1.73 6.06 0.075
H 0.78 -3.92 -7.71 0.102
H -3.94 -0.97 1.95 0.082
H -0.24 4.56 -3.41 0.114
H -3.64 1.89 -3.93 0.100
H -0.85 -4.40 -3.12 0.096
H 6.61 2.54 2.88 0.115
H -2.43 -0.28 -3.84 0.079
H 1.56 -2.65 -0.05 0.087
H -5.29 -3.89 1.51 0.088
H 6.65 3.59 5.30 0.103
H -1.61 2.30 5.13 0.067
H -0.33 -5.85 2.54 0.086
H -4.68 3.76 -2.62 0.106
H -2.82 -6.43 1.52 0.086
H -4.82 -2.97 2.95 0.085
H -1.45 0.91 6.22 0.067
H 0.03 0.22 -3.60 0.095
H -1.36 5.74 0.56 0.105
H -1.25 -2.25 -7.87 0.067
H 2.41 -3.26 -5.75 0.111
H 0.60 2.47 -2.44 0.096
H 3.68 -1.82 -4.47 0.128
```

Calculated values
LUMO energy (spin up / spin down) = -0.237 / -0.297 eV
calculated total energy = -7571.45005 hartree
⟨S²⟩ = 2.0311
spin multiplicity = 3